37
Properties=species:S:1:pos:R:3:forces:R:3:nbo_charge:R:1 method="wB97M-V/def2-TZVPD" gap_ev=8.49 charge=0 smiles="Cc1c(C(=O)Nc2ccccn2)sc2nc3n(c(=O)c12)CCC3"
C -1.126 -0.240 -2.457 -0.139 -0.003 -0.303 -0.66
C -0.530 0.154 -1.155 0.113 -0.484 0.339 0.09
C -0.169 -0.729 -0.165 0.039 0.748 -0.038 -0.32
C -0.314 -2.194 -0.235 -0.050 0.037 -0.125 0.66
O -0.777 -2.750 -1.201 -0.021 0.127 -0.078 -0.55
N 0.130 -2.842 0.900 0.143 0.199 0.298 -0.61
C 0.134 -4.205 1.150 0.045 -0.614 0.208 0.37
N -0.345 -5.027 0.232 -0.047 0.456 -0.177 -0.42
C -0.336 -6.323 0.480 0.107 -0.333 0.297 0.06
C 0.148 -6.876 1.653 -0.002 -0.027 -0.001 -0.29
C 0.650 -6.013 2.619 -0.051 0.078 -0.126 -0.16
C 0.648 -4.656 2.373 -0.049 -0.028 -0.105 -0.28
H 1.030 -3.954 3.099 0.044 0.060 0.084 0.21
H 1.039 -6.397 3.552 0.023 -0.005 0.052 0.22
H 0.134 -7.943 1.811 -0.013 -0.097 -0.011 0.22
H -0.741 -6.942 -0.310 -0.020 -0.151 -0.019 0.19
H 0.504 -2.271 1.645 -0.083 -0.195 -0.158 0.39
S 0.504 0.082 1.240 -0.178 0.181 -0.442 0.41
C 0.298 1.615 0.487 -0.257 -0.211 -0.531 0.06
N 0.658 2.764 1.095 0.284 0.313 0.570 -0.49
C 0.445 3.831 0.403 0.116 -0.329 0.279 0.49
N -0.096 3.848 -0.838 0.090 -0.058 -0.005 -0.41
C -0.502 2.712 -1.547 0.027 -0.112 0.130 0.67
O -0.980 2.825 -2.656 -0.093 0.127 -0.203 -0.60
C -0.263 1.502 -0.783 0.223 -0.011 0.518 -0.25
C -0.226 5.192 -1.368 -0.181 0.378 -0.405 -0.21
H -1.271 5.509 -1.290 0.091 -0.014 -0.068 0.20
C 0.698 6.020 -0.470 -0.026 -0.035 0.042 -0.41
H 1.695 6.070 -0.907 -0.022 0.010 -0.012 0.21
H 0.330 7.034 -0.334 0.034 0.016 -0.045 0.23
C 0.742 5.228 0.843 0.041 0.190 -0.016 -0.45
H -0.038 5.552 1.536 -0.002 -0.019 0.022 0.23
H 1.697 5.288 1.361 -0.043 -0.052 0.037 0.24
H 0.055 5.199 -2.422 -0.080 0.021 0.118 0.23
H -2.045 -0.799 -2.292 -0.018 -0.049 -0.058 0.24
H -0.450 -0.906 -2.989 -0.034 -0.050 -0.052 0.24
H -1.329 0.642 -3.057 -0.009 -0.062 -0.015 0.25

=====

40
Properties=species:S:1:pos:R:3:forces:R:3:nbo_charge:R:1 method="wB97M-V/def2-TZVPD" gap_ev=8.66 charge=0 smiles="O=C(O)COc1cccc(CNC(=O)Nc2nnc(-c3ccco3)o2)c1"
O -1.326 0.890 -3.430 -1.114 -0.271 2.363 -0.66
O 7.254 -1.164 2.476 -2.021 -0.026 -0.562 -0.59
N -3.122 0.153 1.500 -3.469 -2.216 -0.190 -0.21
N -2.307 0.000 0.471 1.165 0.736 -2.309 -0.38
O 5.223 -1.940 1.875 -0.846 1.119 -1.042 -0.65
O -4.188 -0.814 -0.234 -2.195 0.278 0.377 -0.39
O -5.710 -1.015 3.098 0.687 -0.122 1.177 -0.38
O 4.725 0.677 0.713 1.981 -0.169 2.565 -0.49
C -1.528 0.685 -2.207 4.701 0.689 -2.150 0.78
C 6.182 -1.030 1.884 2.651 -0.298 0.921 0.75
C -4.276 -0.385 1.092 1.555 0.349 2.479 0.38
C -3.007 -0.415 -0.586 3.534 1.580 2.136 0.63
C -7.030 -0.891 3.422 -1.011 1.470 -2.390 0.10
C -7.701 -0.366 2.301 0.694 -0.047 2.501 -0.31
C -6.676 -0.128 1.322 -2.642 0.788 -1.374 -0.26
C -5.529 -0.503 1.864 1.131 -0.543 -1.342 0.19
C 3.509 -0.688 -2.544 -1.148 1.408 1.041 -0.12
C 4.336 -0.614 -1.430 -1.313 2.113 2.332 -0.33
C 2.297 0.030 -2.673 0.351 1.338 1.619 -0.27
C 2.800 1.079 -0.455 -0.316 -2.490 -3.082 -0.28
C 3.992 0.305 -0.306 -2.120 -0.523 -4.651 0.34
C 1.914 0.933 -1.638 3.513 -2.046 1.654 0.02
N -2.544 -0.154 -1.838 -3.237 -2.352 -2.145 -0.63
N -0.522 1.006 -1.275 -1.286 0.685 -0.742 -0.63
C 6.042 0.198 1.056 -0.435 0.612 -1.451 -0.18
C 0.710 1.771 -1.661 -1.104 -0.559 -0.052 -0.26
H 5.294 -2.391 2.695 0.223 -1.332 1.222 0.50
H -7.411 -0.967 4.454 0.828 -0.435 -0.748 0.22
H -8.708 0.042 2.447 0.384 -0.467 -0.765 0.24
H -6.777 0.270 0.286 -0.004 -0.312 1.213 0.24
H 3.805 -1.215 -3.397 0.572 -1.142 -0.916 0.20
H 5.203 -1.214 -1.338 0.784 -0.464 -0.147 0.21
H 1.696 0.010 -3.578 0.136 -0.242 0.104 0.23
H 2.519 1.718 0.334 -0.229 0.818 0.744 0.21
H -3.059 -0.593 -2.691 1.355 1.256 2.132 0.45
H -0.801 1.040 -0.287 0.195 -0.370 -0.655 0.44
H 6.514 0.976 1.704 -0.368 -0.410 -1.039 0.25
H 6.623 -0.020 0.113 -0.311 0.590 0.899 0.22
H 0.680 2.234 -2.643 -0.803 0.141 0.029 0.24
H 0.905 2.490 -0.893 -0.468 0.868 0.243 0.20

=====

HOMO level? In order: -8.353; -8.285 eV.
Energy relative to the best compared isomer or geometry (same formula, charge and spin)? In order: 0.0000; 0.3637 eV.